Entry from OMol25: 12 unconnected molecules or ions with the total composition C28H70Br2O10 (ωB97M-V/def2-TZVPD).

As for the HOMO-LUMO gap: 10.1 eV. The structure (SMILES) is c1ccccc1.BrCCBr.CCO.CCO.CCO.CCO.CCO.CCO.CCO.CCO.CCO.CCO. Its max |F| is 3.292 eV Å⁻¹. The total energy is -190727.1425 eV.

```
110
Properties=species:S:1:pos:R:3:mulliken_charge:R:1
H 1.06810 4.00582 -0.94198 0.03
C -1.85544 -2.83619 5.83725 -0.74
H 3.83855 -4.33146 -1.82247 0.35
O 1.70472 -3.91647 3.10576 -0.67
H -0.86568 -1.30400 -5.65206 0.42
C 1.42945 -2.76787 2.32346 0.26
H 4.18982 3.20802 3.29055 0.33
H 2.47020 0.76635 2.73022 -0.39
C -0.54062 -0.09497 -3.88335 0.97
H 1.45397 -0.62914 2.56211 -0.89
H -0.73275 -0.97705 -3.25817 -0.74
C 1.87759 -1.50432 3.07499 0.10
H -3.27661 -1.15819 0.57632 0.00
H -0.07725 1.97182 3.62101 0.12
C -2.41121 -4.23206 -3.63083 -0.39
H -5.46911 -2.15353 -1.42523 0.44
C 3.64670 2.58980 2.57135 -0.49
H 0.84465 -1.89681 0.68662 -0.60
H -3.75218 -1.99166 -1.72999 -0.23
H -2.47543 -5.30831 -3.45318 0.30
H 0.37326 -2.64021 2.08143 -0.18
H -3.61477 -3.84280 3.17458 0.37
H 2.61593 -2.03943 -3.32767 0.40
C 0.21619 -1.06449 0.36383 -0.01
H 0.24195 -2.30656 5.80942 0.44
H -1.47133 0.48341 -3.90211 0.31
H 4.59697 2.18241 -3.99316 0.32
O -0.14065 2.62329 1.64427 0.03
C -4.57762 -1.59273 -1.13573 0.04
H -0.05803 4.01254 -2.24196 0.23
C 1.06627 0.04455 -0.21131 0.94
H 4.24912 2.19812 1.74981 0.34
C -1.57717 -3.00071 3.05867 0.08
C 3.71098 -3.38797 -1.29320 -1.37
H 0.37683 -2.13317 3.41488 -0.33
H -1.91965 -3.95270 -1.55819 0.22
Br -3.58322 4.76076 -2.48841 -0.18
H 0.42398 4.46542 3.50066 0.26
C -1.57599 -3.59841 -2.53479 0.12
H 4.83023 0.36803 -2.23253 0.40
H 4.41978 -2.65824 -1.68882 0.28
C -0.65335 2.64134 2.97405 -0.42
H -1.66315 2.24616 2.89102 0.47
H 2.95710 -1.36137 3.07549 0.67
H 3.88081 -3.53338 -0.22482 0.36
C 3.01711 1.46106 3.37158 0.04
H -1.89692 -2.83994 6.91905 0.39
C -0.64688 -2.53804 5.23377 -0.29
C -3.64883 3.00271 -1.61691 -0.40
H -0.99353 4.23561 4.49850 0.38
H 2.28492 0.19055 -3.41541 0.32
H -0.56157 -1.41105 -0.31952 0.03
O -1.91417 -3.88389 -4.91470 -0.52
C -0.55467 -2.47563 3.84944 0.43
O 0.26040 1.13822 -0.60763 0.66
H 1.26874 5.11214 -2.37089 0.50
H -0.96162 -4.02553 -4.93295 0.33
H 2.17361 -1.90192 -1.14188 -0.82
H -1.49595 -3.11303 1.98381 0.25
H -0.00572 1.66190 0.17455 -0.22
O 2.13845 -2.82919 -3.03113 -0.57
H 0.90557 -4.26053 3.50865 0.43
C 3.86166 0.83532 -2.41467 0.41
H 2.94029 3.95286 1.31409 0.18
H 1.49327 -1.44546 4.09404 0.18
H 2.30829 1.84769 4.10204 0.21
O 0.51472 0.68056 -3.34474 -0.60
O -4.78767 -0.22702 -1.49050 -0.48
H 0.77266 2.96433 1.58951 -0.11
H -1.19071 4.64922 2.79734 0.16
H -3.81651 -3.59640 5.50481 0.35
H -3.06817 1.97588 0.11104 0.35
H 3.81461 0.90550 3.86789 0.50
H 4.62279 2.81890 -2.33271 0.38
C -0.21563 5.73430 -0.91810 0.25
H 1.63477 -0.29298 -1.08324 -0.73
H -1.61989 -2.50815 -2.53266 -0.66
H 0.76990 -1.20771 -5.05340 0.26
C 4.05886 2.21128 -3.04891 -1.24
Br -3.38518 4.29801 0.95820 -0.16
H -0.51608 -3.84409 -2.65086 0.46
C -2.85204 2.94724 -0.33600 0.28
C 0.57963 4.67500 -1.64857 -0.86
H 0.04878 0.19283 -5.95907 0.36
H 2.05504 -2.79298 1.43035 0.25
H -1.77488 3.01657 -0.44827 -0.55
O 2.58188 3.35490 1.98014 -0.39
O 3.23014 -0.04895 -3.34650 -0.52
H -3.92405 -2.78505 0.50436 0.32
H 1.85366 0.33443 0.49819 -0.36
H -0.64839 6.50363 -1.56403 0.39
C -0.12506 -0.61314 -5.24989 -1.38
C -2.89641 -3.25800 5.03736 -0.18
H 1.57756 -3.58663 -1.20969 0.42
H -3.29739 2.29305 -2.36236 0.19
H -1.07091 5.27244 -0.40779 -0.25
H 0.01503 6.93095 0.57955 0.30
C -4.16783 -1.73320 0.32376 -0.78
H -5.72652 -0.05276 -1.56714 0.27
H 3.28749 0.95604 -1.49331 -0.25
H 0.29209 1.00221 -2.45741 0.07
H -0.34765 -0.64146 1.20236 0.49
C -0.59114 4.06932 3.49694 -1.09
H -4.94816 -1.44677 1.03045 0.40
H 3.08148 2.66149 -3.22878 0.22
H -3.41113 -3.79898 -3.59050 0.23
C 2.29620 -2.87825 -1.62777 0.88
H -4.70659 2.80300 -1.47339 0.42
C -2.77298 -3.37477 3.66836 -0.93
O 0.60925 6.36870 0.07336 -0.57
```